Record 1
Entry from OMol25: a cluster of 4 separate species, H8O4 in total (ωB97M-V with the def2-TZVPD basis set).

ORCA input file:
```
! wB97M-V def2-TZVPD RIJCOSX def2/J DEFGRID3
* xyz 0 1
H -1.061 0.703 -0.225
H -2.556 0.448 -0.970
H 0.501 -1.235 -1.693
H 0.895 -1.059 0.062
H 1.064 0.590 -0.349
H 1.144 2.146 0.354
H 0.536 -0.263 1.587
H -0.834 -0.607 0.976
O -1.706 -0.090 -0.323
O 1.204 -0.824 -0.934
O 0.711 1.290 0.299
O 0.102 -1.098 1.215
*
```

Results
orbital gap = 10.8892 eV
M = 72.1 Da
SMILES = O.O.O.O
electronic energy = -305.682432 a.u.

=====

Record 2
Entry from OMol25: a structure of composition C39H35ClIrN2Si2 (ωB97M-V with the def2-TZVPD basis set).

ORCA input file:
```
! wB97M-V def2-TZVPD RIJCOSX def2/J DEFGRID3
* xyz 1 5
C 1.133 -0.321 -1.038
C 0.570 -1.600 -0.876
C -0.860 -1.504 -1.144
H 1.101 -2.535 -0.670
C -1.130 -0.072 -1.444
C 0.131 0.621 -1.324
H 0.259 1.687 -1.508
H 2.191 -0.082 -0.969
H -1.497 -2.297 -1.499
H -2.038 0.288 -1.928
Ir -1.578 -0.598 0.530
Si -5.203 -3.259 -0.116
C -6.056 -4.297 1.155
C -6.977 -3.625 1.976
H -7.203 -2.566 1.794
C -7.610 -4.309 3.017
H -8.344 -3.782 3.633
C -7.291 -5.652 3.256
H -7.727 -6.167 4.120
C -6.400 -6.329 2.410
H -6.158 -7.383 2.593
C -5.815 -5.665 1.319
H -5.173 -6.198 0.605
C -6.813 -2.518 -0.936
C -7.721 -3.410 -1.533
H -7.522 -4.485 -1.525
C -8.908 -2.933 -2.122
H -9.619 -3.634 -2.588
C -9.206 -1.561 -2.093
H -10.140 -1.184 -2.524
C -8.308 -0.670 -1.489
H -8.527 0.405 -1.445
C -7.131 -1.159 -0.913
H -6.439 -0.451 -0.452
H -4.658 -4.151 -1.139
Si -3.852 -0.966 0.301
C -4.092 -0.790 -1.658
C -3.837 -1.815 -2.571
H -3.435 -2.777 -2.251
C -4.139 -1.650 -3.922
H -3.974 -2.489 -4.599
C -4.640 -0.431 -4.380
H -4.869 -0.310 -5.437
C -4.842 0.616 -3.480
H -5.232 1.569 -3.828
C -4.545 0.448 -2.122
H -4.708 1.270 -1.424
C -3.338 -2.894 0.998
C -2.596 -3.817 0.205
H -2.580 -3.713 -0.891
C -1.990 -4.945 0.751
H -1.477 -5.641 0.085
C -2.075 -5.198 2.122
H -1.664 -6.113 2.543
C -2.717 -4.272 2.947
H -2.797 -4.457 4.022
C -3.290 -3.129 2.409
H -3.723 -2.386 3.083
H -4.436 0.332 0.728
Cl -2.792 -0.200 2.634
C 1.531 -1.972 3.316
C 2.074 -0.794 3.842
C 1.555 0.416 3.397
C 0.499 0.434 2.475
N -0.012 -0.735 1.987
C 0.493 -1.919 2.385
C -0.143 1.638 1.949
C 0.257 2.952 2.220
C -0.314 4.003 1.522
C -1.311 3.715 0.584
C -1.744 2.406 0.412
N -1.154 1.396 1.070
H 1.870 -2.946 3.651
H 2.907 -0.818 4.551
H 1.945 1.372 3.721
H 0.028 -2.824 1.975
H 1.060 3.081 2.933
H 0.045 5.015 1.668
H -1.781 4.492 -0.005
H -2.549 2.149 -0.281
*
```

Results
orbital gap (alpha / beta) = 4.7208 / 6.0290 eV
M = 815.6 Da
expectation value of S² = 6.0526
electronic energy = -2759.763386 a.u.

=====

Record 3
Entry from OMol25: a cluster of 2 separate species, C4H4N2O in total (ωB97M-V with the def2-TZVPD basis set).

ORCA input file:
```
! wB97M-V def2-TZVPD RIJCOSX def2/J DEFGRID3
* xyz 0 1
O -2.194 -2.204 0.106
C -3.231 -1.737 0.120
C -0.371 0.662 -0.074
C 0.555 1.665 -0.128
N 1.829 1.156 -0.046
C 1.672 -0.140 0.056
N 0.359 -0.496 0.044
H -1.451 0.664 -0.108
H 0.380 2.729 -0.222
H 2.468 -0.869 0.144
H -0.017 -1.429 0.110
*
```

Results
orbital gap = 9.6559 eV
M = 96.1 Da
electronic energy = -339.565537 a.u.

=====

Record 4
Entry from OMol25: a cluster of 2 separate species, C13H23NO4P in total (ωB97M-V with the def2-TZVPD basis set).

ORCA input file:
```
! wB97M-V def2-TZVPD RIJCOSX def2/J DEFGRID3
* xyz 1 1
C 2.960 -1.901 4.206
C 2.332 -0.691 4.339
C 1.004 -0.413 3.752
C 0.734 0.481 2.727
C -0.564 0.611 2.265
C -1.591 -0.148 2.837
C -1.286 -1.008 3.855
P -2.582 -2.043 4.649
O -3.261 -1.358 5.759
N -0.009 -1.120 4.286
H 3.163 -2.506 5.086
H 3.281 -2.263 3.231
H 2.792 0.128 4.893
H 1.553 1.047 2.307
H -0.785 1.279 1.442
H -2.602 -0.038 2.467
H -3.395 -2.384 3.558
H -1.846 -3.160 5.095
H 0.211 -1.762 5.041
C -3.049 0.773 -3.785
O -1.705 1.173 -3.627
C -1.507 1.978 -2.484
C -0.060 1.941 -2.047
O 0.309 0.761 -1.336
C 0.419 -0.439 -2.097
C 1.634 -0.496 -2.994
O 1.432 0.280 -4.157
C 2.640 0.736 -4.728
H -3.704 1.635 -3.948
H -3.097 0.123 -4.655
H -3.396 0.211 -2.909
H -2.147 1.635 -1.660
H -1.774 3.014 -2.734
H 0.090 2.757 -1.335
H 0.610 2.117 -2.889
H -0.495 -0.633 -2.660
H 0.522 -1.235 -1.354
H 1.804 -1.539 -3.294
H 2.512 -0.138 -2.441
H 3.203 1.350 -4.015
H 2.385 1.348 -5.590
H 3.264 -0.102 -5.058
*
```

Results
orbital gap = 6.6179 eV
M = 288.3 Da
electronic energy = -1205.815103 a.u.

=====

Record 5
Entry from OMol25: a structure of composition C13H13As4F24HgN2O5 (ωB97M-V with the def2-TZVPD basis set).

ORCA input file:
```
! wB97M-V def2-TZVPD RIJCOSX def2/J DEFGRID3
* xyz -3 1
Hg -0.056 0.153 -0.334
As -0.208 3.034 2.240
F 0.944 2.447 3.493
F -0.970 4.160 3.454
F -1.388 3.680 1.100
F 0.362 1.894 1.009
F -1.359 1.787 2.840
F 1.043 4.205 1.782
As 3.564 -0.343 1.717
F 1.973 -0.392 1.008
F 3.539 -2.072 1.708
F 5.118 -0.385 2.515
F 3.556 1.452 1.583
F 2.801 -0.137 3.319
F 4.344 -0.458 0.136
As 0.641 -2.802 -1.815
F 1.850 -3.492 -2.940
F 1.742 -3.379 -0.533
F -0.398 -2.041 -0.588
F -0.347 -2.262 -3.139
F -0.322 -4.291 -1.608
F 1.485 -1.194 -1.832
As -0.949 -1.686 3.403
F -2.185 -2.645 2.634
F -1.087 -2.912 4.763
F 0.224 -0.611 4.204
F -0.796 -0.772 1.869
F -2.230 -0.730 4.090
F 0.333 -2.701 2.686
C -1.618 1.872 -2.536
O -1.190 0.563 -2.359
H -2.478 2.118 -3.165
H -1.638 2.336 -1.544
H -0.835 2.550 -2.907
C 5.144 1.359 -4.719
C 4.022 0.599 -4.415
C 3.269 0.942 -3.283
C 3.478 2.148 -2.694
C 4.508 2.993 -3.090
C 5.363 2.574 -4.103
N 2.653 2.494 -1.476
O 3.033 3.405 -0.820
O 1.611 1.883 -1.312
H 5.800 1.108 -5.542
H 3.834 -0.214 -5.102
H 2.513 0.293 -2.862
H 4.644 3.948 -2.603
H 6.241 3.177 -4.291
C -6.043 -1.979 2.999
C -6.205 -2.816 1.901
C -5.567 -2.506 0.689
C -4.562 -1.561 0.680
C -4.476 -0.606 1.719
C -5.204 -0.835 2.889
N -3.527 -1.511 -0.381
O -3.467 -2.349 -1.249
O -2.714 -0.600 -0.333
H -6.460 -2.157 3.980
H -6.783 -3.713 2.076
H -5.791 -3.097 -0.188
H -3.843 0.256 1.567
H -4.933 -0.182 3.707
*
```

Results
orbital gap = 6.6268 eV
M = 1233.5 Da
electronic energy = -12482.457831 a.u.

=====

Record 6
Entry from OMol25: a structure of composition C3H7FeMgO3 (ωB97M-V with the def2-TZVPD basis set).

ORCA input file:
```
! wB97M-V def2-TZVPD RIJCOSX def2/J DEFGRID3
* xyz 0 6
O -1.154 2.156 0.300
C -1.950 1.078 -0.063
C -1.293 -0.249 0.302
O 0.068 -0.184 -0.154
C 0.812 -1.366 -0.065
Mg 0.702 1.816 0.071
H -2.159 1.071 -1.152
H -2.937 1.096 0.439
H -1.795 -1.099 -0.184
H -1.273 -0.402 1.393
H 2.303 -1.122 -0.332
H 0.337 -2.190 -0.608
Fe 3.597 1.403 -0.398
O 3.742 -0.394 -0.533
H 1.000 -1.615 0.986
*
```

Results
orbital gap (alpha / beta) = 7.2446 / 6.7953 eV
M = 171.2 Da
expectation value of S² = 8.7788
electronic energy = -1807.841023 a.u.

=====

Record 7
Entry from OMol25: the molecule C5H9NO (ωB97M-V with the def2-TZVPD basis set).

ORCA input file:
```
! wB97M-V def2-TZVPD RIJCOSX def2/J DEFGRID3
* xyz 0 1
C 2.186 -0.262 -2.110
N 0.900 -0.127 -1.481
C 0.569 -0.851 -0.500
C -0.764 -0.528 0.075
C -0.866 0.046 1.418
O -1.347 -1.265 1.135
C -1.827 1.170 1.707
H 2.744 0.672 -1.974
H 2.016 -0.377 -3.185
H 2.793 -1.104 -1.744
H 1.202 -1.623 -0.030
H 0.036 0.028 2.032
H -1.466 -0.184 -0.683
H -2.521 0.918 2.513
H -1.251 2.050 2.011
H -2.405 1.440 0.818
*
```

Results
orbital gap = 10.9465 eV
M = 99.1 Da
SMILES = C/N=C/[C@H]1O[C@@H]1C
electronic energy = -325.844297 a.u.

=====

Record 8
Entry from OMol25: the ion C14H12BCl4O3S with charge -1 (ωB97M-V with the def2-TZVPD basis set).

ORCA input file:
```
! wB97M-V def2-TZVPD RIJCOSX def2/J DEFGRID3
* xyz -1 1
Cl 0.898 3.320 0.823
B -0.302 1.876 0.991
Cl -0.771 1.851 2.836
Cl -1.865 1.953 -0.026
O 0.459 0.635 0.680
C -0.001 -0.627 0.903
C 0.795 -1.416 1.813
C 0.225 -2.397 2.684
C 1.077 -3.095 3.584
C 2.474 -2.938 3.529
C 2.997 -1.943 2.703
C 2.177 -1.179 1.843
H -1.101 -0.622 1.327
H -0.843 -2.570 2.563
H 0.635 -3.863 4.240
H 3.141 -3.740 3.961
H 4.092 -1.863 2.684
H 2.643 -0.387 1.220
Cl -1.710 -2.663 -0.344
C -0.448 -1.360 -0.623
S 0.341 -1.727 -2.172
C -0.917 -2.334 -3.315
C -1.328 -3.682 -3.274
C -2.204 -4.204 -4.230
C -2.681 -3.382 -5.251
C -2.285 -2.047 -5.341
C -1.407 -1.531 -4.372
O 0.628 -0.397 -2.669
O 1.342 -2.764 -2.170
H -1.001 -0.375 -0.917
H -0.936 -4.366 -2.515
H -2.487 -5.276 -4.221
H -3.316 -3.814 -6.024
H -2.632 -1.428 -6.197
H -1.093 -0.484 -4.461
*
```

Results
orbital gap = 8.9677 eV
M = 412.9 Da
electronic energy = -3030.398955 a.u.

=====

Record 9
Entry from OMol25: a structure of composition C5H7N (ωB97M-V with the def2-TZVPD basis set).

ORCA input file:
```
! wB97M-V def2-TZVPD RIJCOSX def2/J DEFGRID3
* xyz 0 1
C -0.569 0.238 1.781
C -0.069 0.192 0.391
C 0.629 1.041 -0.420
N 0.726 0.422 -1.642
C 0.151 -0.842 -1.573
C -0.324 -1.032 -0.263
H -0.614 -1.109 2.040
H -0.089 1.116 2.323
H -1.646 0.338 1.896
H 0.979 2.055 -0.265
H 1.319 0.780 -2.386
H 0.223 -1.455 -2.468
H -0.716 -1.743 0.585
*
```

Results
orbital gap = 9.1117 eV
M = 81.1 Da
electronic energy = -249.385209 a.u.

=====

Record 10
Entry from OMol25: the molecule C2H4OS (ωB97M-V with the def2-TZVPD basis set).

ORCA input file:
```
! wB97M-V def2-TZVPD RIJCOSX def2/J DEFGRID3
* xyz 0 1
C -0.705 0.799 -0.428
C 0.193 0.005 0.535
O -0.640 1.993 -0.237
S 1.910 0.298 -0.057
H -0.004 -1.126 0.650
H -1.389 0.582 -1.411
H -0.073 0.439 1.488
H 1.995 -0.609 -0.873
*
```

Results
orbital gap = 10.0620 eV
M = 76.1 Da
SMILES = O=CCS
electronic energy = -551.970982 a.u.

=====

Record 11
Entry from OMol25: the molecule CH3ClN4 (ωB97M-V with the def2-TZVPD basis set).

ORCA input file:
```
! wB97M-V def2-TZVPD RIJCOSX def2/J DEFGRID3
* xyz 0 1
C -0.656 -0.174 0.692
N 0.583 -0.707 1.145
N 1.355 -0.599 0.202
N -0.538 -0.048 -0.736
N 0.839 -0.254 -0.919
Cl -0.694 1.470 1.445
H -1.633 -0.594 1.016
H -0.718 0.892 -1.050
H 1.462 0.013 -1.794
*
```

Results
orbital gap = 9.8034 eV
M = 106.5 Da
SMILES = Cl[C@@H]1N=NNN1
electronic energy = -719.015510 a.u.

=====

Record 12
Entry from OMol25: a structure of composition C46H54CeN3O6PS3 (ωB97M-V with the def2-TZVPD basis set).

ORCA input file:
```
! wB97M-V def2-TZVPD RIJCOSX def2/J DEFGRID3
* xyz 2 1
Ce -1.845 0.943 -0.395
C -2.387 -4.500 0.774
C -1.032 -4.286 0.101
C -0.978 -3.757 -1.204
C 0.287 -3.553 -1.855
C 0.360 -3.049 -3.262
C 1.462 -3.867 -1.125
C 1.379 -4.394 0.188
C 2.657 -4.714 0.935
C 0.158 -4.689 0.735
H -2.486 -5.555 1.183
H -3.195 -4.258 0.082
H -2.509 -3.801 1.607
H -1.886 -3.471 -1.709
H -0.485 -2.363 -3.488
H 0.360 -3.844 -4.036
H 1.283 -2.504 -3.418
H 2.432 -3.715 -1.607
H 2.984 -5.763 0.858
H 2.496 -4.434 1.989
H 3.452 -4.049 0.560
H 0.077 -5.149 1.739
N -1.770 4.065 1.610
C -2.945 3.717 0.904
C -3.724 4.777 0.384
C -4.917 4.453 -0.256
C -5.289 3.113 -0.345
C -4.481 2.134 0.180
N -3.320 2.442 0.783
C -0.904 3.145 2.171
C -0.396 3.303 3.474
C 0.539 2.380 3.995
C 0.991 1.355 3.155
C 0.373 1.261 1.892
N -0.496 2.135 1.370
H -1.862 4.973 2.072
H -3.348 5.813 0.441
H -5.560 5.262 -0.596
H -6.251 2.891 -0.753
H -4.873 1.121 0.181
H -0.816 4.068 4.115
H 0.913 2.586 5.003
H 1.663 0.562 3.444
H 1.368 -0.324 1.314
O -6.067 -1.902 0.939
C -5.546 -1.804 2.173
C -6.408 -2.103 3.260
C -5.921 -2.065 4.584
C -4.552 -1.827 4.800
C -3.704 -1.458 3.771
C -4.177 -1.424 2.414
C -3.341 -0.861 1.298
O -2.183 -0.347 1.553
O -3.822 -0.847 0.098
H -5.357 -1.631 0.279
H -7.455 -2.366 3.076
H -6.542 -2.228 5.459
H -4.134 -1.904 5.786
H -2.667 -1.275 3.963
C -3.682 -1.218 -4.890
C -3.595 0.162 -4.266
C -4.757 0.456 -3.358
O -2.367 0.136 -3.372
P -1.210 1.265 -3.486
S -1.879 2.985 -2.596
S 0.284 0.463 -2.345
O -1.128 1.444 -5.031
C 0.026 1.764 -5.923
C -0.572 2.067 -7.270
C 0.962 0.580 -6.022
H -4.541 -1.327 -5.547
H -3.689 -1.995 -4.080
H -2.740 -1.411 -5.446
H -3.376 0.956 -4.986
H -4.717 -0.303 -2.571
H -5.758 0.436 -3.833
H -4.567 1.424 -2.891
H 0.425 2.653 -5.436
H -1.134 1.188 -7.603
H 0.208 2.277 -7.980
H -1.278 2.900 -7.202
H 0.381 -0.303 -6.311
H 1.490 0.371 -5.075
H 1.695 0.780 -6.824
O 0.571 0.197 1.083
S 3.899 -0.759 1.212
C 4.449 -0.534 2.950
C 5.946 -0.806 3.201
C 6.433 -2.127 2.991
C 7.779 -2.401 3.138
C 8.662 -1.402 3.439
C 8.192 -0.100 3.673
C 6.839 0.202 3.626
C 4.938 0.531 0.395
C 4.433 1.970 0.556
C 4.858 2.739 1.660
C 4.599 4.091 1.746
C 3.775 4.727 0.793
C 3.256 3.950 -0.231
C 3.554 2.586 -0.330
H 3.837 -1.281 3.488
H 4.141 0.487 3.258
H 5.752 -2.923 2.685
H 8.172 -3.391 2.955
H 9.673 -1.703 3.637
H 8.903 0.669 3.951
H 6.490 1.192 3.920
H 4.998 0.222 -0.657
H 5.975 0.474 0.822
H 5.461 2.298 2.485
H 4.986 4.661 2.595
H 3.539 5.790 0.896
H 2.678 4.410 -1.025
H 3.122 2.063 -1.211
*
```

Results
orbital gap (alpha / beta) = 3.7105 / 3.7138 eV
M = 1012.2 Da
electronic energy = -4411.722736 a.u.

=====

Record 13
Entry from OMol25: a cluster of 2 separate species, CH3BrS in total (ωB97M-V with the def2-TZVPD basis set).

ORCA input file:
```
! wB97M-V def2-TZVPD RIJCOSX def2/J DEFGRID3
* xyz 0 1
C 1.407 -0.407 0.423
S -0.332 0.079 -1.866
Br 2.544 1.056 0.244
H 0.479 -0.362 1.158
H 1.708 -1.466 0.256
H 0.791 0.738 -2.302
*
```

Results
orbital gap = 6.8105 eV
M = 127.0 Da
electronic energy = -3011.969176 a.u.

=====

Record 14
Entry from OMol25: a structure of composition C11H15N6O7P2PbSe (ωB97M-V with the def2-TZVPD basis set).

ORCA input file:
```
! wB97M-V def2-TZVPD RIJCOSX def2/J DEFGRID3
* xyz 1 1
Pb 0.170 -0.984 -1.922
C 1.538 2.180 1.351
C 0.086 1.848 1.085
O -0.723 2.545 2.045
P -0.187 0.059 1.504
O 0.602 -0.176 2.846
O -1.724 -0.249 1.842
O 0.293 -0.905 0.440
P -0.580 2.313 -0.568
O 0.279 3.684 -0.839
O -2.039 2.509 -0.387
O -0.034 1.245 -1.603
H 1.789 2.017 2.414
H 1.694 3.221 1.165
H 2.262 1.550 0.782
H -1.619 2.687 1.655
H 0.536 -1.154 2.987
H -2.396 0.426 2.066
H -0.289 4.424 -1.088
Se 3.352 -3.672 -1.111
N 4.723 -2.710 -0.404
C 4.496 -1.409 -0.683
C 5.397 -0.348 -0.538
C 5.068 0.982 -0.757
C 3.785 1.224 -1.342
N 2.923 0.204 -1.667
C 3.204 -1.074 -1.380
N 2.478 -2.158 -1.750
H 6.435 -0.619 -0.170
H 5.750 1.829 -0.545
H 3.414 2.255 -1.415
N -5.067 -3.675 0.435
C -4.599 -2.507 -0.146
C -3.292 -2.438 -0.782
N -2.788 -1.300 -1.194
C -3.573 -0.242 -1.076
C -4.851 -0.286 -0.519
N -5.398 -1.438 -0.151
H -4.369 -4.392 0.570
H -5.605 -3.493 1.299
H -2.692 -3.353 -0.865
H -3.099 0.739 -1.286
H -5.350 0.641 -0.293
*
```

Results
orbital gap = 6.1115 eV
M = 691.4 Da
electronic energy = -4560.377038 a.u.

=====

| no. | strongest force on any atom (hartree/bohr) |
| --- | --- |
| 1 | 0.126 |
| 2 | 0.063 |
| 3 | 0.028 |
| 4 | 0.040 |
| 5 | 0.065 |
| 6 | 0.088 |
| 7 | 0.008 |
| 8 | 0.079 |
| 9 | 0.087 |
| 10 | 0.093 |
| 11 | 0.084 |
| 12 | 0.043 |
| 13 | 0.070 |
| 14 | 0.064 |